Entry 1:
{
  "formula": "C23H43N4O6S",
  "method": "wB97M-V/def2-TZVPD",
  "symbols": ["C", "C", "O", "C", "C", "O", "C", "C", "O", "C", "S", "O", "O", "O", "H", "H", "H", "H", "H", "H", "H", "H", "H", "H", "H", "H", "H", "H", "H", "C", "C", "C", "C", "N", "H", "H", "H", "H", "H", "H", "H", "C", "C", "C", "C", "N", "H", "H", "H", "H", "H", "H", "H", "C", "C", "C", "C", "N", "H", "H", "H", "H", "H", "H", "H", "C", "C", "C", "C", "N", "H", "H", "H", "H", "H", "H", "H"],
  "xyz": [[1.49022, 1.03194, 0.76201], [2.15673, 2.16734, -0.15853], [1.52662, 3.46383, -0.02868], [0.69608, 3.76053, -1.19072], [-0.54913, 4.69544, -0.84851], [-1.77430, 4.00521, -0.56210], [-1.58199, 2.88268, 0.31994], [-2.97819, 2.35445, 0.94557], [-3.61304, 1.57418, -0.08876], [-3.23959, 0.19135, -0.03823], [-2.36631, -0.30734, -1.63050], [-2.70292, -1.74562, -2.02256], [-0.84818, -0.29292, -1.44044], [-2.86412, 0.77012, -2.74000], [0.36378, 0.96476, 0.66136], [1.91604, 0.03031, 0.40085], [1.76312, 1.16201, 1.85862], [2.18479, 1.75991, -1.21885], [3.23120, 2.27562, 0.21168], [1.33279, 4.30947, -1.97815], [0.33867, 2.80576, -1.72214], [-0.22511, 5.43757, -0.04421], [-0.74708, 5.32029, -1.79247], [-1.21793, 2.01116, -0.33696], [-0.83998, 3.05278, 1.16352], [-2.71404, 1.76870, 1.88538], [-3.64677, 3.21816, 1.28653], [-2.60422, -0.10135, 0.85532], [-4.20990, -0.41257, -0.03161], [1.78746, -1.98914, 4.98845], [2.08818, -0.88932, 6.00016], [0.93253, 0.10188, 6.15891], [0.64927, 0.77578, 4.85039], [0.42776, 1.30235, 3.82695], [1.63175, -1.58315, 3.98584], [2.62408, -2.68929, 4.92798], [0.89394, -2.55060, 5.27466], [2.99323, -0.35800, 5.68919], [2.30181, -1.34635, 6.97093], [1.18769, 0.86150, 6.90177], [0.02969, -0.41331, 6.49696], [-5.90519, -2.53088, -4.87138], [-5.35865, -3.35947, -3.71458], [-5.80207, -4.82396, -3.76859], [-7.29725, -4.91190, -3.69948], [-8.46616, -4.97942, -3.64537], [-6.99772, -2.48863, -4.85654], [-5.53975, -1.50374, -4.80654], [-5.58943, -2.94486, -5.83420], [-5.68229, -2.90888, -2.77220], [-4.26664, -3.31655, -3.73184], [-5.37462, -5.37687, -2.92875], [-5.45979, -5.29486, -4.69400], [5.39417, 4.02848, -2.48080], [6.69800, 3.46285, -1.92681], [6.75701, 1.93480, -1.98796], [5.64365, 1.34918, -1.17497], [4.77136, 0.89122, -0.54140], [4.53093, 3.69532, -1.89899], [5.40788, 5.12021, -2.44389], [5.24598, 3.72506, -3.52135], [6.81814, 3.79701, -0.89167], [7.53582, 3.87509, -2.49689], [7.71165, 1.57864, -1.59352], [6.66638, 1.58774, -3.02050], [1.60854, -3.15002, 1.06206], [0.27997, -3.59671, 0.46161], [-0.92840, -3.11161, 1.26336], [-0.87020, -3.66042, 2.65688], [-0.82463, -4.08895, 3.74712], [1.75806, -3.56390, 2.06342], [2.44017, -3.49331, 0.44192], [1.66114, -2.06000, 1.12842], [0.26879, -4.68988, 0.39895], [0.20442, -3.21497, -0.56005], [-1.85320, -3.44482, 0.78634], [-0.94433, -2.01926, 1.30857]],
  "forces_ev_per_a": [[0.4346, -0.1782, -0.3017], [0.4852, -1.1369, 1.2064], [-0.7745, -0.7349, -1.5533], [-0.2290, 0.1805, -0.7957], [0.8706, 0.1856, -0.9591], [1.0001, 0.2008, 0.9532], [-0.6135, -1.4182, 0.3069], [1.5703, 1.1558, -0.5259], [0.4005, -0.8067, 1.7968], [-1.1596, -0.3738, -0.2454], [1.7132, 0.4079, -5.6578], [-0.5674, 2.8084, 1.5728], [-3.0028, 0.8907, 0.6403], [1.5467, -3.8495, 4.4491], [1.4262, 0.1701, -0.0108], [-0.5613, 1.3926, 0.5083], [-0.3740, -0.0263, -1.5297], [-0.1109, 0.8597, 1.0940], [-1.6113, 0.0527, -0.6405], [-0.7290, -0.5750, 1.1279], [0.3384, 1.2529, 0.9740], [-0.5158, -1.0323, -0.6000], [0.1176, -0.9548, 1.3327], [-0.3219, 1.1013, 1.1484], [-0.7433, 0.2025, -1.0486], [-0.4006, 0.3721, -1.2009], [0.7585, -1.1705, -0.8440], [-0.5673, 0.4808, -1.1263], [1.3704, 0.5973, -0.0943], [-0.0123, -0.0726, 0.0389], [0.2004, -0.2682, -0.1629], [0.1380, 0.2787, -0.7375], [-0.5691, 0.9468, -1.4470], [0.4337, -1.2418, 2.6282], [-0.0496, 0.0068, 0.0773], [-0.0770, 0.0175, 0.0129], [0.0692, 0.0079, -0.1131], [-0.1042, 0.0744, 0.1065], [-0.0620, 0.1362, 0.0133], [-0.1195, 0.0508, -0.1353], [0.0110, 0.0747, -0.1276], [-0.0253, 0.0910, -0.0132], [0.0940, 0.3323, -0.1406], [-0.7667, 0.2523, 0.1490], [-1.7774, -0.4321, 0.0576], [2.7504, 0.1913, -0.1256], [0.0358, -0.0767, -0.0239], [0.0501, -0.1127, 0.0071], [-0.0343, 0.0350, 0.0297], [0.1480, -0.1198, -0.0277], [-0.0945, -0.0208, 0.1772], [-0.1551, -0.0389, -0.0632], [-0.1483, -0.0125, 0.0412], [-0.0424, 0.0560, 0.0082], [-0.1308, 0.3250, -0.0755], [-0.5896, -0.0249, 0.5683], [-1.2042, -1.0246, 0.8600], [2.4372, 0.8532, -1.5463], [0.0522, -0.0391, -0.0493], [-0.0048, -0.0771, -0.0391], [-0.0215, 0.0218, 0.0729], [0.0644, -0.1152, -0.0639], [0.0314, -0.1274, 0.0632], [-0.1450, -0.1079, 0.0103], [-0.0858, -0.0425, 0.1110], [0.0604, -0.0119, 0.0216], [0.3773, -0.0216, -0.1941], [0.1595, -0.4533, 0.5557], [-0.1919, -0.4966, 1.7208], [-0.0577, 0.9609, -2.5235], [-0.0518, 0.0344, -0.0100], [-0.0429, 0.0784, 0.0191], [0.0008, -0.0826, -0.0139], [-0.1214, 0.0625, 0.0161], [-0.2026, 0.0632, 0.1293], [0.0093, 0.0921, 0.1297], [0.0145, -0.0770, 0.0310]],
  "charge": -1,
  "gap_ev": 7.5,
  "lumo_ev": 2.198
}

Entry 2:
{
  "formula": "C3H5N3",
  "method": "wB97M-V/def2-TZVPD",
  "symbols": ["N", "C", "C", "N", "C", "N", "H", "H", "H", "H", "H"],
  "xyz": [[-0.74699, 1.92070, -0.28001], [-0.29716, 0.61815, -0.04836], [-0.52499, -0.30967, 0.97993], [0.09051, -1.81918, 0.09005], [0.93729, -1.06182, -0.55696], [0.60268, 0.15480, -0.93461], [-0.28809, 2.34072, -1.08606], [-0.84335, 2.58411, 0.47734], [-1.48764, -0.45810, 1.42564], [0.56892, -2.71217, 0.33805], [1.98885, -1.25753, -0.40501]],
  "forces_ev_per_a": [[-0.0319, -0.3880, 0.1970], [0.1042, -0.5855, -0.0752], [-0.5908, -1.1204, -0.8385], [-0.2442, 1.6832, 1.3448], [0.4795, 0.4506, -0.5644], [1.1578, 0.5609, -0.1168], [-0.0040, -0.3407, 0.3771], [-0.1096, -0.5004, 0.0647], [-0.3216, -0.2203, 0.1301], [-0.9678, 1.1364, 1.0163], [0.5285, -0.6757, -1.5351]],
  "gap_ev": 9.0,
  "lumo_ev": 0.652
}

Entry 3:
{
  "formula": "C22H39IrN2O4S",
  "method": "wB97M-V/def2-TZVPD",
  "symbols": ["Ir", "C", "N", "C", "C", "O", "C", "O", "C", "C", "O", "N", "C", "C", "H", "H", "H", "H", "H", "H", "H", "H", "H", "H", "H", "H", "H", "H", "H", "H", "C", "C", "C", "C", "C", "C", "C", "C", "C", "C", "H", "H", "H", "H", "H", "H", "H", "H", "H", "H", "H", "H", "H", "H", "H", "O", "S", "C", "C", "C", "C", "H", "H", "H", "H", "H", "H", "H", "H"],
  "xyz": [[0.58604, 0.02286, -0.71869], [0.36460, 3.59116, 2.45514], [0.77669, 2.29134, 3.00089], [1.10400, 2.27136, 4.43722], [0.89720, 1.22874, 2.24521], [0.64155, 1.28867, 0.99741], [1.37544, -0.06032, 2.90819], [1.55047, -1.06013, 1.93584], [0.85404, -2.26195, 2.13860], [-0.35240, -2.32669, 1.21587], [-0.51486, -1.44841, 0.31523], [-1.22316, -3.29289, 1.37259], [-1.07662, -4.38504, 2.34825], [-2.40544, -3.41459, 0.51373], [-0.54014, 3.91960, 2.96349], [0.17931, 3.50704, 1.39121], [1.15335, 4.32018, 2.63659], [0.70195, 3.17472, 4.88543], [2.18291, 2.26110, 4.59033], [0.64882, 1.42060, 4.93929], [0.64105, -0.34590, 3.66713], [2.31995, 0.12737, 3.42471], [0.53640, -2.37738, 3.17565], [1.52368, -3.09455, 1.90925], [-0.10546, -4.38235, 2.82844], [-1.18986, -5.33184, 1.82290], [-1.85681, -4.30721, 3.10388], [-2.61639, -2.46585, 0.03619], [-3.25022, -3.70756, 1.13338], [-2.23965, -4.18549, -0.23864], [1.42441, -0.72108, -2.58881], [1.42358, 0.72407, -2.59654], [2.25180, 1.16300, -1.50883], [2.80361, -0.02089, -0.85021], [2.30658, -1.16377, -1.53150], [2.62351, -2.59064, -1.25933], [3.83200, 0.00048, 0.22488], [2.57089, 2.58325, -1.19371], [0.72885, 1.61351, -3.56330], [0.76130, -1.58954, -3.59829], [3.44964, -2.89428, -1.90854], [1.77602, -3.23751, -1.47763], [2.94503, -2.74560, -0.23091], [3.78626, -0.88520, 0.85225], [3.75432, 0.89300, 0.84237], [4.81401, 0.02518, -0.25688], [3.31127, 2.93540, -1.91787], [2.99049, 2.70216, -0.19921], [1.69026, 3.21761, -1.29120], [1.48003, 2.12325, -4.17153], [0.13652, 2.37095, -3.05065], [0.07789, 1.05602, -4.23009], [1.49580, -1.83267, -4.37215], [-0.07736, -1.09014, -4.07541], [0.41305, -2.52727, -3.16869], [-1.25543, 0.66016, -1.28882], [-2.67471, 0.45437, -0.62070], [-3.73762, 0.09035, -2.04278], [-4.91102, 1.05704, -1.92098], [-4.30225, 2.40807, -1.55824], [-3.31162, 2.15047, -0.42055], [-4.00004, -0.96542, -2.03422], [-3.11423, 0.31621, -2.91066], [-5.61040, 0.72323, -1.15216], [-5.45778, 1.08694, -2.86215], [-5.06159, 3.11692, -1.23344], [-3.78940, 2.84284, -2.41655], [-3.77836, 2.17923, 0.56419], [-2.43179, 2.79373, -0.41589]],
  "forces_ev_per_a": [[0.2930, 0.4402, 0.1996], [0.0079, -0.0071, 0.0089], [-0.0131, 0.0494, -0.0114], [-0.0046, 0.0093, -0.0003], [0.0860, -0.1557, -0.0307], [-0.1200, -0.2295, 0.0209], [-0.1776, 0.1901, -0.2626], [0.1303, -0.0733, 0.1643], [0.0020, 0.0200, -0.0680], [0.0300, -0.0504, 0.0209], [-0.1679, -0.0353, -0.0147], [-0.0173, -0.1291, -0.0427], [-0.0255, 0.0341, -0.0141], [0.0211, 0.0015, 0.0234], [-0.0067, -0.0037, 0.0137], [0.0156, -0.0057, -0.0046], [0.0038, -0.0102, 0.0055], [-0.0024, 0.0064, -0.0103], [0.0069, -0.0012, -0.0102], [-0.0034, -0.0044, -0.0156], [0.0060, -0.0361, -0.0053], [0.0298, 0.0115, -0.0156], [0.0096, 0.0082, 0.0317], [0.0104, 0.0036, 0.0018], [0.0198, 0.0149, -0.0030], [-0.0124, 0.0025, -0.0112], [-0.0006, 0.0112, 0.0066], [0.0037, 0.0113, -0.0114], [-0.0038, 0.0008, 0.0091], [0.0102, 0.0025, -0.0077], [0.1027, 0.0494, -0.1352], [0.0761, -0.0069, 0.0820], [-0.0773, -0.0969, 0.1093], [0.0450, 0.1154, -0.1789], [-0.1541, -0.1520, 0.0435], [0.0484, 0.0557, 0.1678], [-0.0005, -0.0587, -0.0642], [-0.0680, -0.0697, -0.1032], [-0.0111, 0.0278, 0.0089], [-0.0187, -0.0861, 0.1056], [-0.0145, -0.0037, -0.0157], [0.0072, -0.0182, -0.0174], [0.0172, 0.0165, -0.0146], [0.0000, 0.0297, -0.0038], [-0.0309, -0.0187, 0.0348], [0.0038, 0.0150, 0.0160], [0.0113, 0.0116, 0.0291], [-0.0091, -0.0179, 0.0282], [0.0192, -0.0025, -0.0066], [-0.0209, 0.0126, -0.0054], [0.0393, 0.0289, -0.0101], [-0.0173, 0.0020, -0.0098], [-0.0228, -0.0057, -0.0118], [-0.0085, 0.0067, -0.0033], [0.0265, -0.0072, 0.0004], [-0.0935, 0.0989, -0.1110], [0.0229, 0.0208, 0.1013], [0.0082, 0.0068, -0.0068], [-0.0154, -0.0159, -0.0151], [-0.0008, 0.0257, 0.0389], [0.0498, -0.0017, -0.0311], [-0.0073, 0.0042, 0.0130], [-0.0053, -0.0234, -0.0045], [0.0076, -0.0059, 0.0084], [-0.0105, 0.0100, -0.0042], [0.0099, 0.0261, -0.0153], [0.0114, -0.0311, -0.0088], [-0.0237, -0.0429, -0.0097], [-0.0272, 0.0257, 0.0323]],
  "charge": 3,
  "gap_ev": [9.2, 6.9],
  "multiplicity": 2,
  "lumo_ev": [-9.145, -11.385],
  "s_squared": 0.7561
}

Entry 4:
{
  "formula": "C4H16N2O2",
  "method": "wB97M-V/def2-TZVPD",
  "symbols": ["C", "N", "C", "C", "C", "N", "H", "H", "H", "H", "H", "H", "H", "H", "H", "H", "H", "H", "H", "H", "O", "H", "H", "O"],
  "xyz": [[0.98060, -0.81277, -1.27246], [2.07274, -1.78375, -1.28364], [1.34164, 0.52956, -0.64260], [1.63733, 0.48085, 0.86255], [0.56417, 0.99966, 1.79453], [0.17124, 2.39845, 1.58224], [0.09330, -1.19855, -0.77339], [0.72648, -0.58872, -2.30873], [2.96610, -1.36844, -1.05104], [1.90558, -2.54883, -0.64692], [0.55514, 1.25999, -0.84355], [2.21165, 0.94221, -1.16033], [2.55624, 1.04532, 1.06566], [1.91350, -0.54577, 1.13719], [-0.34005, 0.39814, 1.66206], [0.82627, 0.88547, 2.84399], [-0.23572, 2.51729, 0.66592], [0.99811, 2.98574, 1.65559], [-3.79390, 0.57450, 1.33627], [-2.35846, 0.10300, 1.03091], [-3.27581, 0.00861, 0.75841], [-3.12334, -1.02327, -1.46237], [-2.06066, -2.00418, -1.09331], [-2.51391, -1.65509, -1.86770]],
  "forces_ev_per_a": [[0.3136, 0.7113, -0.3292], [-0.1180, -0.2115, 0.2439], [0.1283, 0.2283, 0.3505], [1.0126, -0.2317, 0.1014], [-0.8290, 0.2395, -0.3708], [0.2399, -0.2398, 0.3831], [-0.0120, -0.2825, -0.0694], [-0.3621, -0.1697, -0.0335], [-0.0828, 0.0184, -0.0036], [0.0969, 0.0059, 0.0300], [-0.1779, -0.0921, -0.0679], [0.0590, -0.1380, -0.0787], [-0.0992, 0.0954, 0.0010], [-0.1799, 0.0097, 0.0264], [-0.0866, -0.0909, 0.0270], [0.2603, -0.0727, 0.0242], [0.1009, 0.1445, -0.0927], [-0.2282, 0.0521, -0.1459], [0.0814, 0.0571, 0.0685], [-0.0568, 0.1513, 0.1252], [-0.0009, -0.2022, -0.2535], [-0.0249, 0.0059, -0.1193], [0.0449, -0.1713, -0.1269], [-0.0795, 0.1828, 0.3102]],
  "gap_ev": 9.8,
  "smiles": "NCCCCN.O.O",
  "lumo_ev": 0.578
}

Summary of total energy in Ha
-1970.73822; -281.46387; -1773.73434; -421.97182
(order as listed above)